C24H17F6N3O8RbS4Te | ωB97M-V/def2-TZVPD

XYZ file:
```
64
Properties=species:S:1:pos:R:3
Te 11.9588 6.3350 11.1929
Rb 11.2199 9.7812 15.2552
S 8.9937 12.9708 13.5619
S 13.4740 5.2875 17.7646
S 12.4800 5.7530 15.0704
S 10.6114 14.2216 15.4480
F 8.6287 15.3122 16.7525
F 7.3152 14.7910 12.8857
F 10.4436 14.9314 17.9014
F 6.5506 12.8245 12.6531
F 9.1312 13.2685 17.3483
F 6.7536 13.7560 14.6079
O 9.4958 10.3260 10.6489
O 10.9578 9.8255 12.2935
O 11.2674 15.4921 15.3602
O 9.4204 12.9402 12.1979
O 8.9600 11.6910 14.2690
O 11.3632 12.9961 15.7059
O 9.0827 6.0038 15.2272
O 7.9720 7.5456 16.4660
N 8.9935 8.3511 13.5102
N 12.1652 7.5154 17.1547
N 9.5193 14.2326 14.3637
C 12.8913 8.7489 20.6390
C 9.6673 14.4583 16.9453
C 9.8608 9.7435 11.7792
C 7.4787 9.1062 11.7938
C 6.3937 8.4794 12.3909
C 14.4784 7.7660 10.5181
C 13.7571 6.4999 20.3541
C 14.9420 7.3829 8.1397
C 13.2219 6.4586 19.0569
C 15.7464 8.2519 10.6390
C 13.5427 7.6360 21.1344
C 7.3046 13.5894 13.4144
C 16.6524 8.2981 9.5700
C 12.4392 8.7595 19.3165
C 12.5386 7.6102 18.5032
C 13.4835 7.6830 11.6769
C 8.7352 8.9437 12.3863
C 16.2553 7.8437 8.3081
C 14.1161 7.2616 9.2461
C 7.9325 7.7194 14.0639
C 12.8504 6.4332 9.2295
C 8.2691 7.0657 15.3957
C 6.6090 7.7752 13.5848
C 12.6324 6.3898 16.6466
H 9.5128 5.8059 16.0686
H 12.6941 9.5841 21.2604
H 12.9525 8.6321 11.9089
H 13.9795 7.2846 12.5300
H 10.2396 10.9308 10.4783
H 13.7974 7.5974 22.1787
H 16.9760 7.9678 7.5466
H 5.8329 7.1744 14.0223
H 12.0112 9.6452 18.8870
H 14.6314 6.9271 7.2381
H 17.6159 8.7469 9.7495
H 5.4263 8.4747 11.8355
H 12.1780 6.6289 8.4688
H 14.3479 5.5726 20.6451
H 16.1090 8.6175 11.6521
H 7.4103 9.6139 10.8657
H 13.1019 5.3956 9.0782
```

## Properties
- HOMO energy: -4.7 eV
- Max |F|: 2.68 eV/Å
- LUMO: 1.792 eV
- Calculated total energy: -113612.1756 eV
- Orbital gap: 6.522 eV
- Total charge: -1
- Relative energy (zero: lowest compared OMol25 entry of this formula, charge and spin): 24.2 kcal per mole

Mulliken population analysis, charges in e, atoms 1 to 8: Te 0.12; Rb 0.66; S 1.06; S -0.25; S -0.34; S 1.09; F -0.25; F -0.24